# C2H9N5

A cluster of 2 separate species, C2H9N5 in total (ωB97M-V with the def2-TZVPD basis set, the Open Molecules 2025 dataset).

```
! wB97M-V def2-TZVPD RIJCOSX def2/J DEFGRID3
* xyz 0 1
N -1.9038 0.8968 -0.5415
C -1.1297 0.0511 0.2578
N -1.3154 -1.2605 -0.0059
N -0.4940 -2.0989 0.6299
H -1.7781 1.8773 -0.3398
H -1.8018 0.6737 -1.5224
H -1.1687 0.3256 1.3165
H 0.0315 -1.6926 1.4118
H -0.8152 -3.0581 0.6092
C 1.4446 1.5778 0.3259
N 0.9469 0.3878 0.2786
N 1.3942 -0.4812 -0.8856
H 1.7264 2.0214 1.2674
H 1.6167 2.1867 -0.5651
H 1.4035 -1.4594 -0.6062
H 1.8430 0.0526 -1.6306
*
```

Summary:
LUMO in eV: 0.19
SMILES: N/C=N/N.C=NN
HOMO level in eV: -6.68
Frontier orbital gap in eV: 6.872


# C10H16N5

A structure of composition C10H16N5 (ωB97M-V with the def2-TZVPD basis set, the Open Molecules 2025 dataset).

```
! wB97M-V def2-TZVPD RIJCOSX def2/J DEFGRID3
* xyz 1 1
C 1.2989 1.1292 -0.6383
C 2.6439 1.0329 -0.4764
C 2.1372 -1.0493 0.1322
C -0.9846 1.2380 -0.2791
C -0.3686 -1.1723 -0.2560
C 3.5652 2.1081 -0.4834
C 2.2298 -2.1250 1.1754
C -2.8881 1.9763 1.1896
C -2.1069 -2.7427 -0.8561
C -2.2439 2.1041 -0.2112
N 0.1768 1.7679 -0.5398
N 3.0586 -0.1427 -0.0372
N 0.8423 -0.6745 -0.1912
N -1.3075 -0.1688 -0.3313
N -0.7373 -2.4239 -0.3976
H 4.0399 2.4255 -1.4761
H 4.4510 1.9732 0.0701
H 3.1079 3.0696 -0.1449
H 2.5177 -1.6130 2.1253
H 3.0705 -2.8750 0.9526
H 1.2031 -2.5553 1.2648
H -2.3103 2.4249 2.0059
H -3.1708 0.9031 1.4400
H -3.7837 2.6987 1.1290
H -2.2934 -2.2086 -1.9120
H -2.1812 -3.8692 -0.9996
H -2.8447 -2.5263 -0.0034
H -1.8635 3.1433 -0.4226
H -2.9208 1.6680 -0.8733
H -2.2598 -0.3687 -0.2620
H -0.0779 -3.1474 -0.6932
*
```

Summary:
LUMO in eV: -3.57
HOMO level in eV: -11.75
Frontier orbital gap in eV: 8.175


# H4O2

A cluster of 2 separate species, H4O2 in total (ωB97M-V with the def2-TZVPD basis set, the Open Molecules 2025 dataset).

```
! wB97M-V def2-TZVPD RIJCOSX def2/J DEFGRID3
* xyz 0 1
O -0.5970 0.6389 -1.3306
H -1.4991 0.6018 -0.9618
H -0.1008 0.0320 -0.7462
O 0.6742 -0.7737 0.8104
H 1.2642 -0.0316 0.5416
H 0.2585 -0.4673 1.6865
*
```

Summary:
LUMO in eV: 0.64
SMILES: O.O
HOMO level in eV: -11.13
Frontier orbital gap in eV: 11.770


# C2H2Cl2FNO

A structure of composition C2H2Cl2FNO (ωB97M-V with the def2-TZVPD basis set, the Open Molecules 2025 dataset).

```
! wB97M-V def2-TZVPD RIJCOSX def2/J DEFGRID3
* xyz 0 1
C 0.2275 0.9170 -0.4131
C 2.8009 -0.0784 0.3738
N 0.8353 0.0572 0.4804
O 0.7494 1.4480 -1.3726
F 3.0452 -0.7411 1.4649
Cl 3.4741 1.4574 0.3715
Cl 2.8942 -1.0357 -1.0164
H -0.8917 1.0326 -0.1633
H 0.4449 0.0990 1.4506
*
```

Summary:
LUMO in eV: 0.18
HOMO level in eV: -9.86
Frontier orbital gap in eV: 10.035


# C6H9N2P

The molecule C6H9N2P (ωB97M-V with the def2-TZVPD basis set, the Open Molecules 2025 dataset).

```
! wB97M-V def2-TZVPD RIJCOSX def2/J DEFGRID3
* xyz 0 1
C -2.7804 1.2002 1.1520
C -0.3857 1.2281 1.5432
C -1.5221 1.4674 0.4942
C -1.3641 0.6781 -0.7433
C 0.7947 -0.5491 0.5622
C 1.0585 -1.9763 0.8699
N -3.7855 0.9199 1.6210
N 0.4550 0.2941 1.4882
P -0.8851 1.4869 -2.2635
H -0.3049 1.9689 2.3236
H -1.4362 2.5403 0.2778
H -2.0146 -0.1817 -0.8615
H 0.9355 -0.1860 -0.4528
H 1.3130 -2.0881 1.9208
H 1.8625 -2.3700 0.2514
H 0.1627 -2.5711 0.6803
H -0.1535 0.4390 -2.8278
H 0.2563 2.1411 -1.7873
*
```

Summary:
LUMO (spin up / spin down) in eV: -0.45 / -0.02
HOMO level (spin up / spin down) in eV: -7.15 / -7.95
Frontier orbital gap (spin up / spin down) in eV: 6.691 / 7.926


# C5H10N2

The molecule C5H10N2 (ωB97M-V with the def2-TZVPD basis set, the Open Molecules 2025 dataset).

```
! wB97M-V def2-TZVPD RIJCOSX def2/J DEFGRID3
* xyz 0 1
H -2.5514 -0.2217 1.6929
N -1.8208 0.4302 1.4200
C -1.0084 -0.0558 0.5904
N -0.7983 -1.2372 0.0819
C -0.2691 -1.7150 -1.1800
C 0.4021 0.9464 0.1395
C 0.1432 2.2253 -0.1376
C 1.7700 0.4399 0.4267
H -1.8989 -1.7896 0.2825
H -0.4696 -1.0101 -1.9889
H 0.8064 -1.8629 -1.0786
H -0.7510 -2.6631 -1.4245
H -0.8721 2.5780 -0.2951
H 0.9062 2.9965 -0.0511
H 1.7723 -0.1719 1.3328
H 2.4806 1.2587 0.5978
H 2.1589 -0.1479 -0.4087
*
```

Summary:
LUMO in eV: 0.73
SMILES: [H]/N=C(\NC)C(=C)C
HOMO level in eV: -9.07
Frontier orbital gap in eV: 9.796


# C4H17N2O2

A cluster of 3 separate species, C4H17N2O2 in total (ωB97M-V with the def2-TZVPD basis set, the Open Molecules 2025 dataset).

```
! wB97M-V def2-TZVPD RIJCOSX def2/J DEFGRID3
* xyz 1 1
C 1.1863 -0.4031 -0.9335
C 1.6168 -1.0292 0.3942
C 0.4830 -1.8994 0.9589
C -1.9928 -1.8772 0.9149
N -0.7507 -1.0840 1.1136
N 0.2380 0.7342 -0.7718
H 0.7472 -1.1720 -1.5481
H 2.0531 -0.0594 -1.4773
H 2.5251 -1.5869 0.2807
H 1.7470 -0.2506 1.1473
H 0.7564 -2.3311 1.9240
H 0.2988 -2.7147 0.2580
H -1.8513 -2.5504 0.0730
H -2.8115 -1.1872 0.7958
H -2.1601 -2.5268 1.7716
H -0.7620 -0.7845 2.0816
H -0.4395 0.3210 -0.0632
H 0.6287 1.5497 -0.2807
H -0.2014 1.0048 -1.6508
H 0.4396 1.5861 2.4052
H 1.5337 2.6020 1.9412
O 0.7701 2.0864 1.6552
H -0.5305 2.9667 -3.3225
H -1.9164 2.3873 -3.7069
O -1.2466 2.4050 -3.0120
*
```

Summary:
LUMO in eV: -2.64
HOMO level in eV: -13.29
Frontier orbital gap in eV: 10.655


# C13H29F3N3O8SrY

A structure of composition C13H29F3N3O8SrY (ωB97M-V with the def2-TZVPD basis set, the Open Molecules 2025 dataset).

```
! wB97M-V def2-TZVPD RIJCOSX def2/J DEFGRID3
* xyz 1 2
Sr -2.1308 -2.9213 2.0121
Y 1.2156 -2.2506 2.7818
O -0.0326 -1.4466 1.1497
H 0.1683 -0.8097 0.4366
O -0.0252 -4.0915 2.4075
H -0.0849 -4.9730 2.8245
O -0.8424 -1.9240 3.9126
H -1.3625 -1.6775 4.7020
C -1.5426 1.9497 2.9393
O -1.1662 2.5243 3.9376
N -2.6881 2.1166 2.2310
C -3.7144 3.0802 2.6355
C -2.9588 1.2823 1.0243
H -0.9909 1.1710 2.3902
H -3.3865 3.9781 3.1594
H -4.5201 2.6152 3.2036
H -4.1239 3.4249 1.6860
H -2.1140 0.6639 0.7212
H -3.8679 0.7022 1.1826
H -3.1136 1.9018 0.1409
C 3.4878 -0.5455 0.5964
O 2.8208 -1.0876 1.5348
N 3.1784 -0.6132 -0.7082
C 3.7979 0.2700 -1.7932
C 1.9651 -1.2902 -1.1478
H 4.3896 0.0592 0.7787
H 3.2829 1.2206 -1.9318
H 3.8725 -0.2369 -2.7553
H 4.8239 0.4900 -1.4980
H 2.1454 -1.8620 -2.0581
H 1.5522 -2.0309 -0.4630
H 1.1734 -0.5620 -1.3239
C -0.8032 -3.8797 -0.9277
O -1.8835 -3.7414 -0.4058
N -0.5866 -4.8447 -1.8754
C 0.7289 -5.0332 -2.4343
C -1.6595 -5.8069 -2.2150
H 0.1067 -3.2673 -0.8315
H 1.4770 -4.7448 -1.6959
H 0.8914 -4.5008 -3.3715
H 0.9239 -6.0928 -2.5997
H -1.9258 -5.6717 -3.2633
H -1.3308 -6.8433 -2.1373
H -2.6408 -5.6126 -1.7821
C 0.4483 2.0093 -0.6705
C 0.5509 3.3290 0.1150
O 0.5728 4.3099 -0.9043
C 0.3810 5.6810 -0.6347
O 0.0610 6.1316 0.4596
C 0.6619 6.6557 -1.8290
F -0.2807 7.5164 -1.9733
F 1.7295 7.3768 -1.4502
F 0.8679 5.9339 -2.9717
H 0.4277 1.1191 -0.0418
H 1.2765 1.8625 -1.3638
H -0.4142 2.0592 -1.3350
H 1.5001 3.4360 0.6399
H -0.2891 3.4915 0.7905
*
```

Summary:
LUMO (spin up / spin down) in eV: -3.32 / -3.52
HOMO level (spin up / spin down) in eV: -6.77 / -11.64
Frontier orbital gap (spin up / spin down) in eV: 3.449 / 8.125